No. 1
DFT (the ωB97M-V functional and the def2-TZVPD basis) results for one molecule with the formula C4H7NO4 in a non-equilibrium geometry.

The geometry in XYZ format:
```
16
C4H7NO4 the ωB97M-V functional and the def2-TZVPD basis
C 0.1180 -1.6750 0.0416
C 1.6012 0.1106 -0.7178
N 0.3069 -0.2612 -0.1973
C -2.0452 0.7218 -0.3277
C -0.4974 0.7091 0.7708
O -1.4967 0.4892 -1.4120
O 0.1323 1.9414 0.6859
O -3.1488 0.8152 0.1108
O -0.8484 0.2391 1.8440
H -0.1156 2.4353 1.4804
H -0.8058 -1.8217 0.5941
H 1.8081 -0.4959 -1.6029
H 0.0473 -2.1735 -0.9287
H 0.9475 -2.1026 0.6132
H 1.6053 1.1676 -0.9665
H 2.3914 -0.0996 0.0123
```

Calculated values
Frontier orbital gap (spin up / spin down) ... 6.058 / 5.864 eV
Multiplicity ... 1
Energy ... -13937.8528 eV
Highest occupied orbital energy (spin up / spin down) ... -8.64 / -8.46 eV

***

No. 2
DFT (the ωB97M-V functional and the def2-TZVPD basis) results for an isolated ion of composition C11H16F3N2 and charge +1 in a non-equilibrium geometry.

The geometry in XYZ format:
```
32
C11H16F3N2 the ωB97M-V functional and the def2-TZVPD basis
C -0.8489 -2.3286 -1.9817
N -1.1583 -0.9768 -1.4456
C -1.2458 -0.3959 0.2095
C 0.2076 -0.0904 0.5210
C 0.7043 1.1253 1.0120
C 2.0957 1.3182 1.0640
C 2.9362 0.2647 0.7400
C 4.4248 0.4773 0.7450
F 5.1124 -0.6857 0.9399
F 4.8201 0.9730 -0.4810
F 4.8405 1.3544 1.7055
C 2.4389 -1.0014 0.4351
C 1.0653 -1.1708 0.3634
N -2.1688 0.6611 0.2773
C -3.5521 0.3719 0.6045
C -1.9062 2.0297 -0.1152
H -1.5341 -2.5109 -2.8229
H 0.1798 -2.4332 -2.2891
H -1.0638 -3.0568 -1.1839
H -0.5663 -0.2227 -1.8575
H -2.1195 -0.7225 -1.6977
H -1.6454 -1.3014 0.6230
H 0.0369 1.8969 1.3948
H 2.4995 2.3000 1.3387
H 3.1348 -1.8201 0.2336
H 0.6678 -2.1838 0.2277
H -4.1510 1.2919 0.5057
H -3.9896 -0.4043 -0.0546
H -3.6647 0.0083 1.6357
H -2.7845 2.4329 -0.6505
H -1.7399 2.6824 0.7611
H -1.0261 2.1175 -0.7580
```

Calculated values
Frontier orbital gap ... 9.943 eV
Multiplicity ... 1
Charge ... +1
Energy ... -22792.3799 eV
SMILES string ... C[NH2+][C@@H](c1ccc(C(F)(F)F)cc1)N(C)C
Highest occupied orbital energy ... -13.18 eV